#i
Molecular formula: C7H12NO4
Method: DFT, the ωB97M-V functional and the def2-TZVPD basis

CARTESIAN COORDINATES (ANGSTROEM)
C 0.139 0.816 0.091
C 0.251 -1.510 0.109
C 1.728 -1.431 -0.305
C -2.754 0.438 -0.991
C -2.651 0.744 0.984
C -1.978 -0.280 0.119
C 2.955 0.501 0.074
N -0.564 -0.252 0.046
O -3.117 1.441 -0.154
O 2.549 -0.565 0.557
O 2.876 0.759 -1.197
O 3.462 1.395 0.912
H -0.495 1.664 -0.049
H -0.284 -2.135 -0.666
H 0.148 -2.026 1.063
H 2.107 -2.403 -0.060
H 2.021 -0.974 -1.216
H -1.936 0.803 -1.630
H -3.544 -0.081 -1.575
H -3.500 0.340 1.394
H -2.116 1.290 1.806
H -2.273 -1.316 0.455
H 3.284 1.671 -1.543
H 3.693 1.110 1.777

Summary:
Kohn-Sham gap (eV): 9.00
Charge: +1
LUMO (eV): -3.13

=====

#ii
Molecular formula: C7H12NO4
Method: DFT, the ωB97M-V functional and the def2-TZVPD basis

CARTESIAN COORDINATES (ANGSTROEM)
C -1.419 -1.158 -2.557
O -0.522 -0.639 -1.477
C -0.793 -0.959 -0.250
O -1.632 -1.689 0.211
C 0.105 -0.012 0.687
C 1.609 0.009 0.566
O 2.282 -0.128 1.528
O 1.968 0.311 -0.636
C 3.277 0.428 -0.994
N -0.297 -0.334 2.102
C -0.657 0.926 1.435
C -2.105 1.273 1.111
H -1.257 -0.385 -3.310
H -2.406 -1.213 -2.031
H -1.005 -2.236 -2.756
H 3.751 -0.595 -1.014
H 3.723 1.087 -0.277
H 3.379 0.834 -2.038
H 0.525 -0.408 2.736
H -0.926 -1.109 2.231
H -0.182 1.811 1.708
H -2.614 0.394 0.613
H -2.296 2.171 0.389
H -2.509 1.622 2.020

Summary:
SMILES string: COC(=O)C1(C(=O)OC)[NH2+][C@@H]1C
Kohn-Sham gap (eV): 12.13
Charge: +1
LUMO (eV): -2.79

=====

Which structure is most stable? #ii, by 3.546 eV over the runner-up.

=====

#i
Molecular formula: C2H3NS2
Method: DFT, the ωB97M-V functional and the def2-TZVPD basis

CARTESIAN COORDINATES (ANGSTROEM)
C -0.917 -0.054 -0.617
C 1.058 0.362 0.287
N 0.245 -0.619 -0.418
S -3.597 -0.726 0.079
S -0.388 1.509 0.147
H 1.377 0.202 1.384
H 1.884 0.911 -0.340
H 0.339 -1.585 -0.522

Summary:
Kohn-Sham gap (alpha / beta) (eV): 7.31 / 7.24
LUMO (alpha / beta) (eV): -1.51 / -1.60

=====

#ii
Molecular formula: C2H3NS2
Method: DFT, the ωB97M-V functional and the def2-TZVPD basis

CARTESIAN COORDINATES (ANGSTROEM)
C -2.082 0.471 0.769
C -0.442 0.019 -0.815
N -0.826 0.093 0.484
S -5.054 0.234 -0.337
S -3.219 -0.461 -0.059
H -1.311 0.151 -1.596
H 0.664 -0.023 -0.975
H -0.176 0.059 1.246

Summary:
Kohn-Sham gap (alpha / beta) (eV): 6.54 / 7.04
LUMO (alpha / beta) (eV): -1.47 / -1.06

=====

#iii
Molecular formula: C2H3NS2
Method: DFT, the ωB97M-V functional and the def2-TZVPD basis

CARTESIAN COORDINATES (ANGSTROEM)
H -0.135 -2.162 1.030
N 0.713 -1.728 0.637
C 0.614 -0.608 0.033
C -0.471 0.474 -0.649
S -1.067 0.320 -2.141
S -0.375 1.904 0.368
H 1.599 -0.131 -0.485
H -1.017 2.782 -0.603

Summary:
SMILES string: [H]/N=C\C(=S)S
Kohn-Sham gap (eV): 8.35
LUMO (eV): -0.61

=====

Which structure is most stable? #iii, by 2.053 eV over the runner-up.

=====

#i
Molecular formula: C6H7O2S2
Method: DFT, the ωB97M-V functional and the def2-TZVPD basis

CARTESIAN COORDINATES (ANGSTROEM)
C 1.027 -0.828 -0.820
C 1.286 -2.068 -1.256
C -0.950 -1.856 -0.279
C -0.335 -0.680 -0.215
C 0.248 0.937 1.724
C -0.839 0.593 0.343
O -1.551 3.122 -0.215
O 0.701 2.621 -0.942
S -0.062 -3.123 -0.910
S -0.684 2.146 -0.929
H 1.595 0.046 -1.035
H 2.198 -2.475 -1.599
H -1.956 -2.174 0.139
H 1.041 0.187 1.503
H -0.225 0.929 2.708
H 0.362 1.995 1.426
H -1.858 0.628 0.356

Summary:
Kohn-Sham gap (eV): 6.00
Charge: -1
LUMO (eV): 2.86

=====

#ii
Molecular formula: C6H7O2S2
Method: DFT, the ωB97M-V functional and the def2-TZVPD basis

CARTESIAN COORDINATES (ANGSTROEM)
C 1.079 1.463 0.417
C 2.281 1.665 -0.164
C 1.454 -0.629 -0.473
C 0.589 0.135 0.252
C -1.187 -1.659 0.788
C -0.799 -0.222 0.552
O -3.015 -0.077 -0.928
O -1.605 0.758 1.129
S 2.856 0.244 -0.953
S -1.820 0.694 -0.657
H 0.519 2.212 0.946
H 2.876 2.558 -0.194
H 1.328 -1.633 -0.831
H -1.947 -1.938 0.051
H -1.623 -1.764 1.782
H -0.327 -2.323 0.696
H -0.661 0.518 -2.412

Summary:
Kohn-Sham gap (eV): 5.48
Charge: -1
LUMO (eV): 3.03

=====

Which structure is most stable? #i, by 2.011 eV over the runner-up.